No. 1
Density functional theory data (ωB97M-V/def2-TZVPD) for a molecular structure, C27H54AlO2.

The geometry in XYZ format:
```
84
Properties=species:S:1:pos:R:3:forces:R:3
C -1.699735 -1.794566 0.965506 0.1 0.1 0.0
C -1.823714 -0.823759 -0.202002 0.0 0.0 -0.1
C -3.262927 -0.518863 -0.609295 0.0 0.0 0.0
C -3.393398 0.466143 -1.782827 -0.1 0.0 0.1
Al -4.995398 1.699909 -1.710072 0.0 -0.1 -0.1
C -4.508553 3.674587 -1.861279 -0.2 0.1 0.2
C -4.339070 4.533555 -0.645898 0.0 0.0 0.1
C -5.049971 5.734052 -0.539927 -0.1 0.0 0.0
C -4.959644 6.567149 0.562192 0.2 -0.1 0.3
C -4.122529 6.215746 1.614926 -0.1 0.1 -0.1
C -3.409294 5.027889 1.533668 0.0 0.1 0.1
C -3.506481 4.184531 0.436767 -0.1 0.0 -0.2
C -2.745853 2.889698 0.422098 0.0 0.1 0.1
O -5.927703 1.416158 -0.206468 0.0 0.1 -0.3
C -7.262880 1.061794 -0.294455 0.1 0.0 0.2
C -7.924774 0.956672 1.094210 -0.1 0.1 0.1
C -8.538485 2.284954 1.514833 0.2 0.0 0.1
O -6.967478 0.527116 2.057312 0.1 -0.1 -0.1
H -2.094948 -2.776462 0.700538 -0.1 0.0 0.1
H -2.243231 -1.418356 1.834246 -0.1 -0.1 0.0
H -0.656520 -1.922101 1.268226 0.0 -0.1 0.0
H -1.329271 0.120154 0.051115 0.1 0.0 0.0
H -1.303220 -1.232282 -1.074999 0.1 0.1 0.0
H -3.742451 -1.464857 -0.884877 -0.1 0.0 0.1
H -3.800574 -0.155554 0.274473 0.0 0.0 0.0
H -2.468124 1.052855 -1.863049 0.0 0.0 0.0
H -3.464798 -0.098783 -2.719202 0.1 0.0 0.0
H -5.956072 1.360204 -2.997589 -0.1 0.1 0.0
H -3.626263 3.743063 -2.511000 0.1 -0.1 0.1
H -5.333840 4.114664 -2.431605 0.1 0.0 -0.2
H -5.703134 6.019906 -1.357646 0.0 0.0 0.0
H -5.530267 7.487602 0.596513 0.0 0.0 0.0
H -4.027953 6.850763 2.488054 0.0 0.0 0.0
H -2.763025 4.734959 2.354899 0.0 0.0 0.0
H -3.432661 2.043705 0.497052 0.0 0.0 -0.1
H -2.067092 2.838271 1.275777 0.0 0.0 0.0
H -2.167595 2.775644 -0.494431 0.0 -0.1 0.0
H -7.840702 1.820141 -0.848914 -0.1 -0.1 -0.1
H -7.419011 0.117083 -0.836701 0.1 -0.1 0.1
H -8.712880 0.192831 1.026499 -0.1 0.1 0.0
H -7.774206 3.062781 1.453897 0.0 0.0 0.0
H -8.905245 2.247884 2.545592 0.0 0.0 0.0
H -9.376365 2.551048 0.869286 0.0 0.0 0.0
H -7.368870 0.626383 2.923966 0.0 0.0 0.0
C 2.483974 1.237399 -1.970796 0.0 0.0 0.0
C 1.679121 -0.011027 -2.319283 0.0 0.0 0.0
C 1.748889 -1.098682 -1.250332 0.0 0.0 0.0
C 3.147483 -1.656587 -0.982896 0.0 0.0 0.0
C 3.848222 -2.243598 -2.206801 0.0 -0.1 0.0
C 3.111187 -3.429120 -2.822369 0.0 0.0 0.0
H 3.550009 1.020115 -1.874233 0.0 0.0 0.0
H 2.373059 2.002415 -2.740282 0.0 0.0 0.0
H 2.141656 1.664809 -1.026022 0.0 0.0 0.0
H 2.016665 -0.407076 -3.282011 0.0 0.0 0.0
H 0.631082 0.265543 -2.455608 0.0 0.0 0.0
H 1.076365 -1.912998 -1.531979 0.0 0.0 0.0
H 1.346144 -0.696377 -0.316001 0.0 0.0 0.0
H 3.071351 -2.432557 -0.213365 0.0 0.0 0.0
H 3.780040 -0.872259 -0.555509 0.0 0.0 0.0
H 4.851051 -2.563644 -1.910101 0.0 0.0 0.0
H 3.990752 -1.469095 -2.965516 0.0 0.0 0.0
H 2.979521 -4.227101 -2.088047 0.0 0.0 0.0
H 3.665153 -3.840763 -3.667717 0.0 0.0 0.0
H 2.123066 -3.143829 -3.184976 0.0 0.0 0.0
C 7.829082 -1.988695 -0.307357 0.0 -0.1 0.0
C 7.074239 -3.205058 0.219805 0.0 0.0 0.0
C 6.366122 -2.954856 1.549911 0.0 0.0 0.0
C 7.292493 -2.591112 2.711578 0.0 0.0 0.0
C 8.381994 -3.620226 3.008634 0.0 0.0 0.0
C 7.836053 -4.989476 3.402369 0.0 0.0 0.0
H 8.628561 -1.683710 0.369923 0.0 0.0 0.0
H 8.283037 -2.198372 -1.276895 0.0 0.0 0.0
H 7.153669 -1.139537 -0.432612 0.0 0.0 0.0
H 7.760491 -4.052152 0.309872 0.0 0.0 0.0
H 6.324006 -3.502621 -0.516440 0.0 0.0 0.0
H 5.778923 -3.839173 1.811782 0.0 0.0 0.0
H 5.641575 -2.145555 1.416487 0.0 0.0 0.0
H 6.682836 -2.451769 3.609805 0.0 0.0 0.0
H 7.762221 -1.623354 2.515896 0.0 0.0 0.0
H 9.008475 -3.238348 3.819124 0.0 0.0 0.0
H 9.041004 -3.726397 2.142322 0.0 0.0 0.0
H 7.193419 -4.912302 4.281925 0.0 0.0 0.0
H 8.644962 -5.681984 3.639504 0.0 0.0 0.0
H 7.248251 -5.435177 2.598807 0.0 0.0 0.0
```
Positions in Å, forces in eV/Å.

Output
**Gap between HOMO and LUMO**: 6.72 eV
**Charge**: -1
**Highest occupied orbital energy**: -4.506 eV

No. 2
Density functional theory data (ωB97M-V/def2-TZVPD) for 4 unconnected molecules or ions with the total composition C27H54BIN3O12 in a non-equilibrium geometry.

The geometry in XYZ format:
```
98
Properties=species:S:1:pos:R:3:forces:R:3
C 1.402650 3.187528 0.371134 -0.9 -0.3 -0.1
C 0.696640 1.725882 0.157505 0.0 2.6 -0.7
O 1.274567 0.827272 1.149941 -1.9 -3.0 -0.8
B 0.419033 -0.310170 1.413721 -1.0 2.6 0.2
O -0.916920 0.010751 1.927096 2.9 -1.2 0.4
C 0.900680 -1.870669 1.129604 0.2 0.5 3.0
N 1.160695 -2.155013 -0.322916 0.3 -0.6 0.2
C -0.047541 -2.536221 -1.121281 -1.1 -2.6 -2.6
O -0.866277 -1.382877 -1.530856 2.6 0.0 -3.0
C -0.351770 -1.042866 -2.831171 2.6 2.2 -0.6
N 0.341688 -0.614925 -3.735094 -3.8 -2.8 4.8
C -0.957880 -3.689242 -0.459183 0.3 1.2 1.9
I -2.654624 -3.972121 -1.831044 1.0 -0.1 0.7
C -1.437161 -3.196623 1.032035 0.7 0.4 -0.7
C -2.418155 -4.256228 1.729301 0.4 -0.3 1.1
C -3.398557 -3.650792 2.850269 -0.7 0.3 0.5
C -4.086406 -2.244024 2.472677 0.9 0.9 0.5
C -5.604835 -2.067779 2.984581 0.3 0.0 -0.7
C -6.602953 -1.939926 1.691499 0.3 -0.6 0.7
N -7.515899 -0.749567 1.772527 1.0 0.1 -0.5
C -0.039748 -2.967417 1.860712 -0.3 -1.0 -0.8
C -0.259541 -2.705724 3.428405 -0.1 -0.9 0.7
C 1.117962 -2.477118 4.255436 -0.7 0.0 0.1
H 0.565431 3.962466 0.579368 1.5 -1.2 -0.5
H 2.058274 3.158159 1.311846 -0.8 -0.1 -1.6
H 1.971007 3.481575 -0.578525 -0.7 -0.3 1.6
H 0.851063 1.350816 -0.931740 0.1 0.4 1.9
H -0.426441 1.909841 0.269629 1.5 -0.8 0.2
H -0.793960 0.195839 2.894627 -0.5 0.1 -1.2
H 1.932434 -1.948143 1.661185 -1.6 0.2 -1.0
H 1.800701 -2.984195 -0.349698 -0.6 0.7 -0.2
H 1.677514 -1.382198 -0.793669 -0.4 -0.3 0.4
H 0.352183 -2.982256 -2.116340 -0.4 0.7 1.8
H -0.352882 -4.651850 -0.282197 -0.9 1.4 -0.8
H -1.874475 -2.150552 0.877087 0.2 -1.5 0.4
H -3.058006 -4.873183 1.011118 1.1 1.2 0.6
H -1.732644 -5.020070 2.276616 -1.1 1.1 -1.0
H -4.260597 -4.391525 3.085111 1.6 1.0 -0.6
H -2.846791 -3.493847 3.854299 -0.8 -0.4 -1.7
H -3.969242 -2.003488 1.342955 -0.5 -0.6 1.8
H -3.458804 -1.423483 3.006944 -0.9 -1.3 -1.0
H -5.712969 -1.133857 3.664855 0.2 -1.5 -1.3
H -5.852463 -2.976822 3.641398 0.1 1.3 -1.0
H -7.180097 -2.938255 1.644744 0.6 1.7 0.0
H -6.021279 -1.846840 0.706435 -0.6 -0.3 1.6
H -7.322111 -0.177433 2.613626 -0.1 -0.6 -0.8
H -7.283848 -0.154772 0.950782 -0.5 -0.5 1.0
H 0.516565 -3.986569 1.776217 -0.7 1.5 0.3
H -1.057681 -1.895774 3.655799 1.5 -1.3 -0.6
H -0.715326 -3.683601 3.855985 0.7 1.6 -1.0
H 1.216058 -1.357443 4.481862 0.3 -1.7 -0.3
H 1.083699 -3.054144 5.260235 0.0 1.1 -1.7
H 2.011263 -2.894988 3.676391 -1.1 0.7 0.9
C 6.847121 -5.054449 2.785566 0.0 0.3 0.1
C 6.211508 -6.167079 3.598590 0.1 0.0 -0.6
O 6.382201 -5.939881 5.002613 -0.5 0.2 0.3
C 5.554270 -5.034107 5.547690 0.4 0.0 0.2
O 4.690643 -4.414631 4.969468 0.2 -0.3 0.2
O 5.869121 -4.914352 6.849524 -0.2 -0.2 -0.7
C 5.125295 -3.907028 7.533221 -0.2 0.3 0.4
H 7.894106 -4.918729 3.068911 -0.1 -0.2 -0.1
H 6.796092 -5.279724 1.717514 0.0 0.0 0.1
H 6.343895 -4.099841 2.959382 0.0 -0.1 0.0
H 6.709039 -7.112792 3.370384 0.0 0.1 0.3
H 5.153135 -6.292886 3.352225 0.1 0.1 0.2
H 4.050437 -4.046423 7.399195 0.2 0.0 -0.1
H 5.431623 -2.917886 7.185122 -0.1 -0.1 0.0
H 5.352663 -3.986155 8.597108 0.2 -0.2 -0.2
C -0.337518 1.438281 -5.777378 0.1 0.1 -0.4
C -1.175204 2.695493 -5.637965 -0.1 -0.6 0.1
O -0.497552 3.829420 -6.191571 -0.1 0.3 -0.3
C -0.529627 3.927134 -7.532335 0.2 0.0 -0.1
O -1.075712 3.162801 -8.290308 0.2 0.4 0.4
O 0.177612 5.015945 -7.886543 -0.4 -0.4 0.3
C 0.306447 5.185826 -9.297947 0.1 0.2 -0.5
H 0.657700 1.587739 -5.350131 -0.2 0.0 0.1
H -0.816695 0.599348 -5.271968 0.0 0.2 -0.1
H -0.196025 1.170477 -6.827507 -0.1 0.1 0.1
H -1.332618 2.910249 -4.577495 0.1 0.3 -0.2
H -2.163012 2.574483 -6.091710 0.2 0.1 -0.1
H -0.667772 5.170797 -9.790832 0.1 -0.2 0.1
H 0.957183 4.410176 -9.707901 -0.2 0.0 0.0
H 0.768584 6.157451 -9.478117 0.0 -0.1 0.3
C 0.602901 7.361738 -4.671681 0.0 0.3 0.1
C -0.025147 6.238289 -3.868868 0.1 0.0 -0.7
O 0.168629 6.440405 -2.461628 -0.4 0.1 0.5
C -0.647426 7.340924 -1.888554 0.2 0.1 -0.1
O -1.514966 7.972099 -2.441919 0.3 -0.4 0.3
O -0.312788 7.437233 -0.587185 -0.1 -0.2 -0.4
C -1.043378 8.436527 0.122727 -0.2 0.3 0.3
H 1.655046 7.487844 -4.401968 -0.1 -0.2 -0.1
H 0.534214 7.155203 -5.742337 0.0 -0.1 0.1
H 0.106910 8.315186 -4.473509 -0.1 -0.1 0.0
H 0.464673 5.294820 -4.121970 0.0 0.1 0.3
H -1.087547 6.121599 -4.101391 0.1 0.2 0.2
H -2.120426 8.303682 0.000843 0.2 0.1 -0.1
H -0.737779 9.429797 -0.213525 -0.2 -0.1 0.0
H -0.802078 8.339451 1.182319 0.2 -0.2 -0.2
```
Positions in Å, forces in eV/Å.

Output
**Gap between HOMO and LUMO**: 7.20 eV
**Charge**: +1
**Highest occupied orbital energy**: -10.931 eV

gap between HOMO and LUMO of number 2 (C27H54BIN3O12)? 7.20 eV

The lowest gap between HOMO and LUMO belongs to which entry? C27H54AlO2